1.
DFT (wB97M-V/def2-TZVPD) results for a molecular structure, C17H23N9O4Y.

Results
HOMO energy: -10.54 eV
Charge: +1
Strongest force on any atom: 0.0142 Eh/bohr
Energy above the lowest of the compared OMol25 structures with the same formula, charge and spin: 49.3 kJ/mol

Last column: Löwdin charge in e.
Geometry (Å):
Y -0.723 0.230 0.486  1.627
C 1.702 3.688 2.793  0.011
C 0.787 2.797 2.023  -0.259
N 0.802 1.508 2.096  -0.069
O 1.782 1.017 2.969  -0.040
C -0.206 3.408 1.113  -0.283
C -0.369 4.879 0.916  -0.012
N -0.918 2.519 0.508  -0.278
O -1.863 2.731 -0.348  -0.183
H 2.369 3.130 3.438  0.080
H 1.112 4.383 3.393  0.102
H 2.290 4.290 2.098  0.103
H 1.656 0.062 2.973  0.092
H -0.684 5.376 1.835  0.089
H -1.126 5.038 0.152  0.078
H 0.562 5.344 0.589  0.089
C 2.483 -0.103 -0.892  -0.168
N 1.019 -0.220 -1.015  -0.108
C 0.542 -0.516 -2.190  -0.074
C -0.841 -0.684 -2.434  -0.336
C -1.485 -0.938 -3.645  -0.025
C -2.849 -0.997 -3.363  -0.075
C -2.972 -0.774 -1.993  -0.171
N -1.773 -0.587 -1.409  -0.095
C 3.203 -1.385 -1.234  -0.239
C 4.140 -1.420 -2.258  -0.045
C 4.794 -2.605 -2.575  -0.073
C 4.510 -3.763 -1.871  -0.079
C 3.570 -3.737 -0.847  -0.072
C 2.921 -2.555 -0.532  -0.042
H 2.706 0.183 0.139  0.106
H 2.845 0.707 -1.531  0.121
H 1.220 -0.651 -3.034  0.149
H -1.008 -1.060 -4.604  0.113
H -3.655 -1.178 -4.054  0.098
H -3.885 -0.746 -1.414  0.092
H 4.366 -0.515 -2.810  0.112
H 5.524 -2.619 -3.374  0.107
H 5.017 -4.686 -2.117  0.107
H 3.345 -4.640 -0.295  0.107
H 2.182 -2.541 0.262  0.100
N -3.257 1.158 1.376  0.033
N -4.146 0.098 1.589  0.023
C -3.639 -1.128 1.787  -0.372
N -4.430 -2.168 1.982  0.240
N -2.297 -1.147 1.751  0.030
N -1.587 -2.286 1.785  -0.414
O -2.039 -3.371 2.053  0.124
O -0.389 -2.079 1.507  -0.041
H -3.364 1.857 2.102  0.120
H -3.363 1.601 0.459  0.082
H -5.144 0.248 1.569  0.168
H -5.432 -2.078 1.975  0.138
H -4.005 -3.074 2.121  0.111

=====

2.
DFT (wB97M-V/def2-TZVPD) results for a single C17H23NO4S molecule in a non-equilibrium geometry.

Results
HOMO energy: -8.11 eV
SMILES string: COc1ccc(NS(=O)(=O)C[C@@]23CC[C@@H](CC2=O)C3(C)C)cc1
Strongest force on any atom: 0.0230 Eh/bohr
Energy above the lowest of the compared OMol25 structures with the same formula, charge and spin: 102.9 kJ/mol

Last column: Löwdin charge in e.
Geometry (Å):
C -4.512 3.670 0.349  -0.094
H -4.714 2.677 -0.067  0.094
O -3.622 3.605 1.436  -0.090
C -2.355 3.148 1.213  -0.281
C -1.873 2.686 -0.007  -0.011
C -0.566 2.245 -0.120  -0.030
C 0.283 2.246 0.980  -0.322
C -0.202 2.709 2.203  -0.020
C -1.500 3.159 2.315  -0.002
H -1.879 3.526 3.256  0.119
H 0.450 2.727 3.064  0.113
N 1.597 1.799 0.852  -0.073
S 2.044 0.461 -0.073  0.670
O 3.397 0.241 0.324  -0.284
O 1.716 0.740 -1.435  -0.275
C 0.943 -0.835 0.634  -0.100
C 0.396 -1.758 -0.420  -0.366
C 1.477 -2.342 -1.316  -0.355
O 2.606 -1.952 -1.409  0.130
C 0.832 -3.517 -2.026  -0.041
H 1.387 -4.433 -1.821  0.131
H 0.842 -3.367 -3.105  0.134
C -0.578 -3.520 -1.429  -0.234
H -1.104 -4.468 -1.533  0.151
C -1.311 -2.326 -2.053  -0.120
H -2.374 -2.347 -1.817  0.109
H -1.217 -2.328 -3.138  0.114
C -0.603 -1.119 -1.411  -0.092
H -0.071 -0.509 -2.139  0.114
H -1.295 -0.470 -0.875  0.115
C -0.334 -3.053 0.025  -0.443
C -1.609 -2.819 0.829  -0.012
H -1.362 -2.429 1.814  0.088
H -2.133 -3.764 0.961  0.094
H -2.286 -2.119 0.353  0.077
C 0.562 -3.998 0.828  -0.012
H 1.579 -4.024 0.448  0.089
H 0.605 -3.681 1.868  0.087
H 0.155 -5.007 0.803  0.095
H 0.148 -0.300 1.148  0.106
H 1.576 -1.362 1.342  0.118
H 2.164 1.878 1.680  0.114
H -0.183 1.906 -1.068  0.100
H -2.501 2.672 -0.884  0.105
H -5.435 4.085 0.749  0.093
H -4.133 4.325 -0.442  0.096

=====

3.
DFT (wB97M-V/def2-TZVPD) results for a molecular structure, C17H24AuClIN5O2.

Results
HOMO energy: -14.23 eV
Charge: +2
Strongest force on any atom: 0.0040 Eh/bohr
Energy above the lowest of the compared OMol25 structures with the same formula, charge and spin: 0.0 kJ/mol

Last column: Löwdin charge in e.
Geometry (Å):
Au -1.560 -0.954 0.813  0.871
Cl -2.704 6.132 -0.529  0.949
C -2.505 4.574 0.051  -0.508
C -2.240 4.441 1.430  -0.143
C -2.059 3.212 1.982  -0.609
I -1.648 2.963 3.952  1.220
C -2.158 1.977 1.133  -0.380
O -2.086 0.891 1.673  -0.122
C -2.425 2.169 -0.326  -0.161
N -2.525 1.081 -1.051  0.142
C -2.788 1.215 -2.354  -0.040
C -2.954 2.446 -2.980  0.015
C -2.865 3.589 -2.215  0.034
C -2.601 3.462 -0.845  -0.153
H -2.180 5.340 2.028  0.116
H -2.877 0.295 -2.919  0.131
H -3.161 2.496 -4.039  0.131
H -3.005 4.564 -2.663  0.115
C 3.373 2.599 2.042  -0.016
N 2.122 1.963 1.643  -0.158
C 1.981 0.522 1.826  -0.008
C 1.147 2.641 1.062  -0.280
O 0.104 2.118 0.638  -0.035
H 3.547 2.449 3.107  0.102
H 3.323 3.667 1.840  0.093
H 4.207 2.177 1.484  0.104
H 2.772 0.175 2.485  0.102
H 2.052 -0.001 0.871  0.077
H 1.014 0.294 2.271  0.078
H 1.331 3.720 0.977  0.153
C 2.397 -2.362 -1.126  -0.040
N 0.940 -2.320 -1.095  -0.150
C 0.330 -1.197 -1.787  -0.076
C 0.210 -3.154 -0.321  -0.446
N -0.945 -2.766 0.195  -0.053
N 0.685 -4.397 -0.094  -0.145
C 1.382 -5.162 -1.128  -0.026
C 0.174 -5.191 1.017  -0.036
H 2.784 -1.360 -0.932  0.084
H 2.772 -2.684 -2.099  0.099
H 2.773 -3.032 -0.359  0.096
H 0.855 -1.050 -2.731  0.099
H 0.389 -0.270 -1.205  0.059
H -0.714 -1.418 -1.996  0.072
H -1.498 -3.536 0.539  0.049
H 1.416 -4.603 -2.058  0.090
H 0.836 -6.088 -1.310  0.102
H 2.398 -5.414 -0.820  0.100
H -0.026 -4.555 1.877  0.095
H 0.935 -5.916 1.300  0.101
H -0.732 -5.741 0.748  0.102

=====

4.
DFT (wB97M-V/def2-TZVPD) results for 15 unconnected molecules or ions with the total composition C17H24BBrCl42N in a non-equilibrium geometry.

Results
HOMO energy: -4.99 eV
Charge: -1
Strongest force on any atom: 0.0439 Eh/bohr

Last column: Löwdin charge in e.
Geometry (Å):
C -1.067 -2.062 4.133  -0.195
B -2.432 -1.512 3.419  -1.047
Br -2.914 0.270 4.376  0.437
C -2.282 -1.148 1.828  -0.241
C -1.425 -2.163 0.996  -0.247
N -0.641 -1.439 -0.075  -0.030
H -0.199 -1.592 3.647  0.012
H -1.027 -1.801 5.207  0.028
H -0.970 -3.164 4.088  -0.007
H -3.371 -2.219 3.632  -0.039
H -1.962 -0.096 1.690  0.060
H -3.308 -1.180 1.396  0.084
H -2.051 -2.873 0.433  0.088
H -0.666 -2.696 1.585  0.076
H 0.112 -0.989 0.433  0.064
H -1.215 -0.665 -0.386  0.059
C 1.031 -3.086 -1.081  -1.562
Cl 1.561 -4.034 0.313  0.517
Cl 2.390 -2.199 -1.786  0.484
Cl 0.272 -4.128 -2.292  0.492
H 0.290 -2.365 -0.742  -0.130
C -1.578 2.140 -2.472  -1.558
Cl -2.840 1.890 -1.261  0.545
Cl 0.019 2.141 -1.719  0.498
Cl -1.673 0.911 -3.738  0.527
H -1.728 3.106 -2.934  -0.095
C -4.562 4.067 4.581  -1.550
Cl -4.115 3.032 5.940  0.478
Cl -3.181 5.046 4.062  0.496
Cl -5.187 3.111 3.236  0.505
H -5.345 4.738 4.910  0.002
C 3.544 1.812 0.385  -1.509
Cl 2.881 0.315 1.037  0.526
Cl 3.038 2.021 -1.297  0.479
Cl 3.041 3.186 1.375  0.500
H 4.625 1.750 0.411  0.016
C -5.079 -4.834 1.902  -1.509
Cl -4.851 -4.567 0.169  0.502
Cl -3.609 -4.425 2.786  0.575
Cl -6.468 -3.900 2.477  0.531
H -5.280 -5.878 2.074  -0.033
C 3.127 7.336 0.985  -1.533
Cl 1.860 6.960 2.155  0.540
Cl 4.719 7.293 1.752  0.522
Cl 3.065 6.211 -0.377  0.538
H 2.959 8.337 0.609  0.012
C -3.635 -8.459 -0.441  -1.554
Cl -2.746 -9.988 -0.409  0.497
Cl -4.890 -8.467 0.803  0.540
Cl -2.523 -7.098 -0.248  0.537
H -4.114 -8.363 -1.398  -0.060
C 5.167 7.757 -2.912  -1.553
Cl 6.513 6.820 -3.564  0.505
Cl 5.746 9.255 -2.173  0.518
Cl 3.976 8.112 -4.171  0.517
H 4.684 7.169 -2.142  -0.067
C 2.443 4.377 -6.417  -1.537
Cl 2.266 3.238 -5.079  0.524
Cl 3.544 3.736 -7.643  0.518
Cl 0.868 4.759 -7.123  0.498
H 2.869 5.291 -6.026  -0.004
C 10.110 5.007 -2.690  -1.549
Cl 9.343 4.325 -4.129  0.515
Cl 8.891 5.556 -1.538  0.504
Cl 11.195 3.829 -1.943  0.520
H 10.699 5.864 -2.994  0.012
C -2.737 5.954 -5.746  -1.523
Cl -2.252 5.002 -4.340  0.573
Cl -1.354 6.868 -6.353  0.493
Cl -3.393 4.910 -7.010  0.531
H -3.509 6.649 -5.442  0.013
C -0.479 -6.501 5.553  -1.535
Cl 0.740 -7.608 4.900  0.502
Cl 0.285 -5.042 6.188  0.540
Cl -1.684 -6.102 4.324  0.505
H -0.983 -7.001 6.371  0.007
C 1.535 1.392 5.247  -1.524
Cl 0.837 1.114 3.656  0.528
Cl 2.541 0.022 5.737  0.512
Cl 2.477 2.893 5.269  0.491
H 0.724 1.489 5.958  0.017
C -4.206 -11.563 -3.956  -1.529
Cl -4.195 -11.436 -5.718  0.522
Cl -2.621 -12.062 -3.361  0.520
Cl -4.711 -10.031 -3.227  0.555
H -4.927 -12.322 -3.676  0.013

=====

The highest HOMO energy belongs to which entry?
C17H24BBrCl42N